Below is a 7-piece molecular cluster, C28H77N7O7 overall, with properties calculated with ωB97M-V/def2-TZVPD.

The geometry in ORCA input format:
```
! RIJCOSX wB97M-V def2-TZVPD def2/J DEFGRID3
* xyz 1 2
C -2.167 1.883 4.253
C -3.162 1.191 5.246
C -2.986 -0.369 5.180
O -1.678 -0.831 5.334
C -1.475 -2.244 5.105
N -2.786 1.691 6.526
H -2.354 1.463 3.265
H -1.130 1.646 4.493
H -2.356 2.955 4.293
H -4.158 1.616 5.119
H -3.444 -0.576 4.213
H -3.594 -0.837 5.954
H -1.503 -2.320 4.018
H -2.330 -2.808 5.478
H -0.516 -2.695 5.361
H -1.794 1.516 6.590
H -3.225 1.170 7.271
C 3.458 1.678 -7.129
C 2.611 2.134 -5.936
C 1.674 1.046 -5.339
O 0.789 0.641 -6.367
C 0.125 -0.579 -6.051
N 3.595 2.569 -4.968
H 2.889 1.386 -8.012
H 3.927 0.723 -6.894
H 4.245 2.332 -7.507
H 2.078 3.038 -6.230
H 1.049 1.540 -4.595
H 2.217 0.197 -4.923
H 0.734 -1.470 -5.900
H -0.617 -0.807 -6.816
H -0.472 -0.412 -5.155
H 3.154 2.676 -4.065
H 4.331 1.910 -4.756
C -1.772 -5.753 1.741
C -3.231 -5.703 2.050
C -4.116 -5.535 0.761
O -3.811 -4.379 0.090
C -4.162 -4.389 -1.321
N -3.624 -6.855 2.862
H -1.311 -5.485 2.692
H -1.559 -4.918 1.074
H -1.436 -6.677 1.269
H -3.369 -4.866 2.734
H -5.187 -5.645 0.930
H -3.840 -6.345 0.086
H -3.976 -3.382 -1.692
H -5.205 -4.685 -1.432
H -3.490 -5.029 -1.893
H -3.549 -7.775 2.452
H -2.970 -6.898 3.630
C 7.067 1.927 -1.301
C 5.568 2.100 -0.925
C 4.857 3.341 -1.503
O 3.549 3.417 -0.882
C 2.754 4.559 -1.300
N 4.758 0.931 -1.253
H 7.473 1.175 -0.624
H 7.633 2.824 -1.048
H 7.249 1.575 -2.316
H 5.633 2.218 0.157
H 4.700 3.288 -2.580
H 5.403 4.274 -1.362
H 2.528 4.593 -2.366
H 3.173 5.531 -1.043
H 1.789 4.649 -0.801
H 5.080 0.139 -0.714
H 3.820 1.089 -0.914
C 1.439 0.572 -1.444
C 0.954 1.187 -0.076
C 0.424 0.030 0.824
O -0.754 -0.491 0.247
C -1.483 -1.437 1.077
N 2.129 1.632 0.549
H 2.368 0.010 -1.358
H 1.566 1.296 -2.249
H 0.639 -0.140 -1.644
H 0.071 1.821 -0.163
H 0.129 0.493 1.765
H 1.159 -0.750 1.021
H -1.086 -2.442 0.933
H -2.542 -1.380 0.825
H -1.401 -1.176 2.132
H 1.965 1.861 1.519
H 2.389 2.533 0.174
C -2.388 -0.520 -2.703
C -3.384 0.615 -2.614
C -4.638 0.309 -3.494
O -4.284 0.415 -4.902
C -5.131 -0.308 -5.769
N -3.527 0.897 -1.154
H -1.485 -0.252 -2.155
H -2.161 -0.516 -3.769
H -2.722 -1.545 -2.547
H -2.864 1.454 -3.077
H -5.466 0.972 -3.244
H -5.021 -0.701 -3.348
H -5.268 -1.335 -5.431
H -4.754 -0.269 -6.791
H -6.132 0.123 -5.790
H -3.855 1.844 -1.025
H -2.579 0.932 -0.808
C 1.368 -0.510 4.435
C 2.676 0.227 4.012
C 2.590 1.769 4.294
O 1.649 2.374 3.319
C 1.267 3.701 3.661
N 3.738 -0.350 4.823
H 1.142 -0.450 5.499
H 1.334 -1.578 4.215
H 0.500 -0.077 3.938
H 2.982 0.048 2.981
H 3.602 2.151 4.157
H 2.345 2.028 5.324
H 0.980 4.326 2.815
H 1.927 4.347 4.240
H 0.376 3.566 4.273
H 3.582 -0.479 5.812
H 4.078 -1.191 4.379
*
```

Values from the calculation:
* highest occupied orbital energy (spin up / spin down): -10.80 / -10.80 eV
* LUMO (spin up / spin down): -2.09 / -7.78 eV
* relative energy (zero: lowest compared OMol25 entry of this formula, charge and spin): 70.9 kJ/mol
* ⟨S²⟩: 0.76
* frontier orbital gap (spin up / spin down): 8.7 / 3.0 eV

Atomic partial charges in e from the Löwdin method, atoms 1 to 99: C -0.056; C -0.405; C -0.216; O -0.211; C -0.071; N 0.018; H 0.068; H 0.049; H 0.079; H 0.140; H 0.117; H 0.122; H 0.062; H 0.091; H 0.085; H 0.065; H 0.078; C -0.064; C -0.410; C -0.202; O -0.179; C -0.093; N 0.021; H 0.075; H 0.077; H 0.081; H 0.140; H 0.109; H 0.125; H 0.090; H 0.092; H 0.060; H 0.031; H 0.071; C -0.077; C -0.431; C -0.227; O -0.209; C -0.055; N 0.028; H 0.075; H 0.056; H 0.089; H 0.129; H 0.126; H 0.118; H 0.065; H 0.091; H 0.088; H 0.071; H 0.063; C -0.035; C -0.396; C -0.138; O -0.260; C -0.067; N 0.110; H 0.076; H 0.084; H 0.083; H 0.136; H 0.109; H 0.134; H 0.090; H 0.093; H 0.084; H 0.095; H 0.006; C 0.011; C -0.299; C -0.194; O -0.214; C -0.028; N 0.289; H 0.077; H 0.072; H 0.076; H 0.186; H 0.111; H 0.141; H 0.087; H 0.096; H 0.062; H 0.096; H 0.090; C -0.062; C -0.393; C -0.152; O -0.200; C -0.114; N 0.045; H 0.049; H 0.057; H 0.075; H 0.130; H 0.120; H 0.111; H 0.082; H 0.090

Below is C11H22InNO3 as an isolated structure, with properties calculated with ωB97M-V/def2-TZVPD.

The geometry in ORCA input format:
```
! RIJCOSX wB97M-V def2-TZVPD def2/J DEFGRID3
* xyz 2 1
In 1.417 1.993 2.443
C -2.672 4.332 2.019
C -1.597 3.298 2.090
O -1.270 2.783 3.165
O -0.854 3.040 1.075
H -2.337 5.367 2.088
H -3.355 4.170 2.858
H -3.235 4.254 1.085
C 2.950 0.167 -0.847
C 1.651 -0.597 -1.054
C 1.970 -2.082 -0.790
C 0.740 -2.975 -0.587
C -0.224 -2.363 0.440
C -0.622 -0.904 0.176
N 0.568 -0.151 -0.155
O 0.297 1.170 -0.320
C -1.696 -0.948 -0.925
C -1.210 -0.289 1.486
C 1.129 -0.518 -2.522
H 2.880 1.233 -1.069
H 3.813 -0.237 -1.371
H 3.238 0.077 0.206
H 2.501 -2.596 -1.592
H 2.616 -2.154 0.088
H 1.073 -3.944 -0.211
H 0.211 -3.276 -1.496
H 0.395 -2.372 1.347
H -1.068 -3.004 0.683
H -1.496 -1.707 -1.682
H -2.711 -1.180 -0.597
H -1.844 -0.005 -1.466
H -0.418 -0.282 2.234
H -1.620 0.712 1.359
H -2.057 -0.902 1.787
H 1.956 -0.674 -3.215
H 0.766 0.490 -2.756
H 0.316 -1.180 -2.810
H -0.202 1.251 -1.165
*
```

Values from the calculation:
* highest occupied orbital energy: -16.42 eV
* LUMO: -12.89 eV
* relative energy (zero: lowest compared OMol25 entry of this formula, charge and spin): 81.0 kJ/mol
* frontier orbital gap: 3.5 eV

The Löwdin scheme yields these atomic charges, measured in e: In 1.179; C 0.052; C -0.667; O 0.012; O 0.023; H 0.114; H 0.116; H 0.105; C -0.005; C -0.433; C -0.109; C -0.150; C -0.110; C -0.441; N 0.067; O -0.035; C 0.037; C 0.020; C 0.048; H 0.099; H 0.119; H 0.082; H 0.148; H 0.136; H 0.135; H 0.121; H 0.136; H 0.148; H 0.097; H 0.122; H 0.104; H 0.060; H 0.073; H 0.122; H 0.125; H 0.101; H 0.093; H 0.156

Below is C53H48IrN3OP3S5 as an isolated structure, with properties calculated with ωB97M-V/def2-TZVPD.

The geometry in ORCA input format:
```
! RIJCOSX wB97M-V def2-TZVPD def2/J DEFGRID3
* xyz 1 1
Ir -1.676 -0.032 -0.963
C -1.246 3.749 -1.008
P -0.487 3.026 -2.503
C -1.554 1.569 -2.841
C -2.918 1.695 -2.524
C -3.903 1.300 -3.434
C -3.547 0.727 -4.626
C -2.199 0.446 -4.894
C -1.225 0.866 -4.028
C 1.205 2.634 -1.900
C 2.022 3.666 -2.160
C 3.380 3.755 -1.642
C 3.860 2.820 -0.832
C 3.102 1.582 -0.447
C 1.673 1.457 -1.069
C -1.387 2.944 0.240
C -1.406 3.516 1.483
C -1.256 2.461 2.430
C -1.256 1.278 1.664
C -0.992 -0.103 2.135
P -1.506 -1.273 0.823
C -0.208 -2.574 0.868
C 0.731 -2.710 1.889
C 1.624 -3.773 1.895
C 1.591 -4.720 0.884
C 0.657 -4.599 -0.136
C -0.233 -3.536 -0.140
C -2.842 -2.261 1.600
C -2.679 -2.697 2.917
C -3.637 -3.488 3.526
C -4.773 -3.871 2.823
C -4.937 -3.462 1.511
C -3.975 -2.661 0.907
N -1.318 1.560 0.348
H -2.173 4.250 -1.300
H -0.545 4.561 -0.791
H -3.221 2.249 -1.646
H -4.943 1.500 -3.206
H -4.291 0.462 -5.365
H -1.924 -0.047 -5.817
H -0.180 0.742 -4.292
H 1.662 4.481 -2.778
H 3.999 4.588 -1.950
H 4.891 2.867 -0.500
H 3.701 0.775 -0.887
H 0.946 1.322 -0.267
H -1.469 4.574 1.686
H -1.272 2.522 3.507
H -1.430 -0.296 3.112
H 0.095 -0.225 2.215
H 0.764 -2.007 2.712
H 2.336 -3.873 2.706
H 2.280 -5.554 0.897
H 0.616 -5.337 -0.927
H -0.967 -3.463 -0.932
H -1.788 -2.436 3.476
H -3.494 -3.813 4.548
H -5.522 -4.491 3.298
H -5.813 -3.763 0.951
H -4.116 -2.362 -0.120
C 1.429 4.103 1.776
P 1.042 2.348 2.182
C 3.216 1.268 1.050
C 3.960 2.076 1.903
C 4.464 1.594 3.119
C 4.264 0.286 3.476
C 3.518 -0.546 2.632
C 3.003 -0.069 1.452
C 1.424 2.312 3.953
C 1.705 3.447 4.720
C 1.916 3.342 6.084
C 1.849 2.102 6.706
C 1.566 0.966 5.962
C 1.348 1.073 4.597
H 2.326 4.490 2.252
H 0.582 4.713 2.083
H 1.527 4.177 0.691
H 4.169 3.100 1.620
H 5.024 2.261 3.761
H 4.677 -0.104 4.397
H 3.359 -1.583 2.902
H 2.412 -0.719 0.815
H 1.759 4.422 4.258
H 2.129 4.229 6.667
H 2.015 2.023 7.773
H 1.510 -0.001 6.444
H 1.123 0.186 4.025
N -6.324 -1.541 -2.881
C -5.595 -2.286 -3.754
O -6.099 -2.971 -4.619
C -4.107 -2.249 -3.595
C -3.287 -2.910 -4.508
C -1.912 -2.914 -4.287
C -1.379 -2.229 -3.204
N -2.159 -1.647 -2.287
C -3.470 -1.758 -2.479
H -7.320 -1.522 -3.022
H -5.910 -0.818 -2.322
H -3.723 -3.378 -5.381
H -1.244 -3.423 -4.968
H -0.310 -2.138 -3.051
H -4.047 -1.338 -1.669
C 3.726 -2.936 -1.404
S 2.749 -2.946 -2.928
C 3.192 -1.367 -3.565
C 2.688 -0.190 -3.145
S 1.416 -0.141 -1.922
S 3.255 1.225 -3.996
C 4.356 0.414 -5.082
S 5.264 1.217 -6.166
S 4.344 -1.306 -4.874
H 3.761 -3.962 -1.043
H 3.254 -2.303 -0.654
H 4.737 -2.595 -1.619
*
```

Values from the calculation:
* highest occupied orbital energy: -9.61 eV
* LUMO: -2.98 eV
* relative energy (zero: lowest compared OMol25 entry of this formula, charge and spin): 0.0 kJ/mol
* frontier orbital gap: 6.6 eV

Atomic partial charges in e from the Löwdin method, atoms 1 to 99: Ir 0.715; C -0.300; P 1.101; C -0.501; C -0.166; C -0.085; C -0.064; C -0.067; C -0.132; C -0.412; C -0.162; C -0.084; C -0.067; C -0.242; C -0.495; C -0.341; C -0.098; C -0.155; C -0.452; C -0.258; P 0.899; C -0.322; C -0.107; C -0.078; C -0.084; C -0.072; C -0.088; C -0.318; C -0.090; C -0.067; C -0.070; C -0.067; C -0.083; N -0.084; H 0.091; H 0.081; H 0.093; H 0.113; H 0.121; H 0.120; H 0.099; H 0.098; H 0.114; H 0.126; H 0.137; H 0.034; H 0.122; H 0.123; H 0.102; H 0.040; H 0.086; H 0.106; H 0.112; H 0.113; H 0.085; H 0.099; H 0.109; H 0.110; H 0.109; H 0.063; C -0.231; P 1.246; C -0.276; C -0.085; C -0.064; C -0.075; C -0.069; C -0.067; C -0.386; C -0.079; C -0.062; C -0.062; C -0.064; C -0.108; H 0.045; H 0.041; H 0.036; H 0.109; H 0.117; H 0.114; H 0.098; H 0.087; H 0.095; H 0.111; H 0.111; H 0.111; H 0.080; N 0.188; C -0.495; O 0.085; C -0.115; C 0.034; C -0.014; C -0.128; N -0.087; C -0.130; H 0.121; H 0.086; H 0.133

Below is one molecule with the formula C6H12OS, with properties calculated with ωB97M-V/def2-TZVPD.

The geometry in ORCA input format:
```
! RIJCOSX wB97M-V def2-TZVPD def2/J DEFGRID3
* xyz 0 1
C -2.626 1.760 -0.646
S -0.970 1.358 -1.138
C -0.961 -0.354 -0.505
C 0.146 -0.910 0.049
C 0.240 -2.392 0.249
C 1.324 -0.084 0.641
C 2.670 -0.687 0.235
O 1.261 -0.102 2.064
H -3.267 0.994 -0.894
H -2.759 2.025 0.391
H -2.942 2.676 -1.143
H -1.835 -0.937 -0.819
H 0.686 -2.604 1.181
H -0.757 -2.869 0.236
H 0.785 -2.893 -0.507
H 1.265 0.966 0.328
H 3.490 -0.045 0.577
H 2.779 -0.874 -0.838
H 2.803 -1.673 0.785
H 0.426 0.318 2.252
*
```

Values from the calculation:
* highest occupied orbital energy: -8.38 eV
* LUMO: 0.82 eV
* structure (SMILES): CS/C=C(/C)[C@H](C)O
* relative energy (zero: lowest compared OMol25 entry of this formula, charge and spin): 94.4 kJ/mol
* frontier orbital gap: 9.2 eV

The Löwdin scheme yields these atomic charges, measured in e: C -0.445; S 0.830; C -0.351; C -0.303; C -0.062; C -0.425; C -0.047; O -0.025; H -0.002; H 0.037; H 0.036; H 0.076; H 0.064; H 0.092; H 0.071; H 0.104; H 0.079; H 0.087; H 0.099; H 0.088

Below is a 18-piece molecular cluster, C27H14Cl68NS overall, with properties calculated with ωB97M-V/def2-TZVPD.

The geometry in ORCA input format:
```
! RIJCOSX wB97M-V def2-TZVPD def2/J DEFGRID3
* xyz 1 1
C 2.438 -1.427 -2.885
C 2.392 -2.683 -2.488
S 1.650 -3.980 -3.449
N 1.509 -3.444 -5.023
C -0.033 -4.090 -2.829
C -1.085 -4.449 -3.922
C -2.312 -3.596 -3.716
C -3.495 -4.201 -3.329
C -4.621 -3.428 -3.099
C -4.566 -2.056 -3.246
C -3.391 -1.449 -3.652
C -2.270 -2.220 -3.878
H 1.988 -1.139 -3.822
H 2.958 -0.679 -2.302
H 2.845 -3.003 -1.556
H 0.833 -2.683 -5.108
H 2.422 -3.070 -5.274
H -0.051 -4.847 -2.054
H -0.287 -3.145 -2.369
H -0.687 -4.337 -4.923
H -1.377 -5.471 -3.737
H -3.537 -5.269 -3.189
H -5.531 -3.919 -2.806
H -5.444 -1.430 -3.044
H -3.359 -0.379 -3.759
H -1.340 -1.752 -4.172
C -8.390 -1.501 -0.516
Cl -7.146 -1.823 -1.743
Cl -7.689 -0.456 0.716
Cl -9.774 -0.695 -1.247
Cl -8.899 -3.027 0.213
C -3.819 1.940 -1.262
Cl -3.739 1.912 -3.028
Cl -3.848 3.616 -0.725
Cl -5.287 1.120 -0.724
Cl -2.400 1.119 -0.594
C 5.135 -3.178 1.575
Cl 4.059 -2.795 0.198
Cl 5.226 -4.929 1.761
Cl 6.734 -2.532 1.249
Cl 4.475 -2.454 3.034
C 4.687 2.779 -1.927
Cl 6.302 2.390 -2.507
Cl 3.703 1.287 -1.910
Cl 4.779 3.426 -0.292
Cl 3.931 3.956 -2.992
C 4.121 -5.444 6.144
Cl 3.041 -5.072 4.791
Cl 4.223 -7.191 6.354
Cl 5.729 -4.793 5.801
Cl 3.486 -4.701 7.609
C -12.451 2.357 -1.234
Cl -12.519 1.085 -2.462
Cl -14.080 2.949 -0.913
Cl -11.754 1.702 0.249
Cl -11.444 3.683 -1.821
C 2.133 -0.551 8.407
Cl 1.684 -1.832 9.537
Cl 0.696 0.377 7.968
Cl 3.320 0.510 9.166
Cl 2.831 -1.273 6.953
C -8.122 -0.007 5.039
Cl -7.078 0.701 3.799
Cl -9.085 -1.300 4.318
Cl -7.125 -0.666 6.337
Cl -9.191 1.237 5.685
C -4.989 7.512 -1.234
Cl -4.010 8.221 -2.523
Cl -5.999 6.226 -1.899
Cl -3.924 6.849 0.019
Cl -6.012 8.763 -0.528
C -0.814 4.641 -4.336
Cl 0.162 5.373 -5.612
Cl -1.790 3.336 -5.018
Cl 0.243 3.977 -3.083
Cl -1.865 5.866 -3.626
C -7.741 12.749 0.713
Cl -7.724 11.007 0.395
Cl -6.779 13.573 -0.515
Cl -9.403 13.336 0.657
Cl -7.056 13.058 2.309
C 0.247 0.775 12.527
Cl 0.938 1.869 11.325
Cl -0.680 -0.487 11.709
Cl 1.549 0.033 13.460
Cl -0.815 1.679 13.608
C 10.334 3.275 -1.668
Cl 9.044 3.328 -0.461
Cl 10.853 4.914 -2.047
Cl 11.695 2.349 -1.035
Cl 9.734 2.498 -3.145
C 10.579 -4.352 1.232
Cl 11.387 -5.179 -0.099
Cl 11.483 -4.604 2.724
Cl 10.490 -2.619 0.882
Cl 8.941 -4.987 1.418
C 3.500 -10.783 8.666
Cl 2.234 -11.815 9.331
Cl 5.043 -11.638 8.705
Cl 3.100 -10.369 6.993
Cl 3.620 -9.302 9.620
C 10.405 7.849 -4.933
Cl 9.044 8.601 -4.096
Cl 11.769 7.700 -3.818
Cl 9.933 6.243 -5.499
Cl 10.878 8.844 -6.309
C -0.008 -2.248 -8.688
Cl -0.661 -3.827 -9.107
Cl 1.758 -2.300 -8.729
Cl -0.597 -1.033 -9.810
Cl -0.533 -1.820 -7.041
*
```

Values from the calculation:
* highest occupied orbital energy: -11.86 eV
* LUMO: -3.15 eV
* frontier orbital gap: 8.7 eV

Atomic partial charges in e from the Löwdin method, atoms 1 to 99: C -0.003; C -0.360; S 1.122; N -0.195; C -0.290; C -0.153; C -0.251; C -0.026; C -0.076; C -0.119; C -0.075; C -0.066; H 0.072; H -0.053; H -0.050; H -0.017; H 0.077; H 0.105; H 0.094; H 0.091; H 0.112; H 0.116; H 0.089; H 0.011; H 0.027; H 0.088; C -2.004; Cl 0.595; Cl 0.484; Cl 0.523; Cl 0.547; C -2.014; Cl 0.529; Cl 0.512; Cl 0.515; Cl 0.527; C -2.012; Cl 0.566; Cl 0.532; Cl 0.531; Cl 0.533; C -2.026; Cl 0.518; Cl 0.557; Cl 0.551; Cl 0.540; C -2.045; Cl 0.490; Cl 0.513; Cl 0.520; Cl 0.519; C -2.060; Cl 0.507; Cl 0.536; Cl 0.506; Cl 0.524; C -2.048; Cl 0.508; Cl 0.519; Cl 0.521; Cl 0.497; C -2.060; Cl 0.494; Cl 0.517; Cl 0.530; Cl 0.534; C -2.032; Cl 0.517; Cl 0.522; Cl 0.509; Cl 0.496; C -2.046; Cl 0.537; Cl 0.489; Cl 0.502; Cl 0.515; C -2.053; Cl 0.476; Cl 0.529; Cl 0.533; Cl 0.530; C -2.054; Cl 0.503; Cl 0.503; Cl 0.526; Cl 0.532; C -2.049; Cl 0.506; Cl 0.512; Cl 0.536; Cl 0.499; C -2.057; Cl 0.533; Cl 0.538; Cl 0.510; Cl 0.485; C -2.062; Cl 0.531; Cl 0.529

Record-wise F_max values, in eV Å⁻¹: 4.5; 3.0; 1.5; 2.4; 1.1
Record-wise energy values, in a.u.: -2022.434989; -902.100825; -5407.062659; -709.203433; -32782.690745